[1]
Molecular formula: C6H12O3
Method: DFT, ωB97M-V/def2-TZVPD

Structure (XYZ):
```
21
Properties=species:S:1:pos:R:3
C -2.15 -1.46 -1.00
C -1.25 -1.02 -0.14
C 0.21 -1.33 -0.21
O 0.85 -1.28 1.03
C 0.93 -0.29 -1.26
O 0.07 0.76 -1.61
O 2.14 0.16 -0.76
H -3.19 -1.17 -0.94
H -1.88 -2.08 -1.84
H -1.55 -0.40 0.70
H 0.39 -2.32 -0.62
H 0.45 -0.56 1.57
H 1.13 -0.89 -2.16
H 0.59 1.41 -2.09
H 2.16 -0.04 0.21
C -0.01 2.02 0.95
C 0.38 1.44 2.07
H 0.70 2.47 0.27
H -1.04 2.09 0.66
H -0.33 1.04 2.79
H 1.41 1.45 2.39
```

Computed properties:
Kohn-Sham gap (eV): 10.4
Total charge: 0
Relative energy (zero: lowest compared OMol25 entry of this formula, charge and spin) (kJ/mol): 288.5
DFT total energy (eV): -12556.859

[2]
Molecular formula: C5H4FIN2
Method: DFT, ωB97M-V/def2-TZVPD

Structure (XYZ):
```
13
Properties=species:S:1:pos:R:3
C 1.00 0.96 -0.09
C 1.03 -1.50 0.03
C 1.65 -0.20 -0.09
C -1.09 -0.46 0.15
C -0.52 0.94 -0.02
N -0.24 -1.60 0.11
N -2.30 -0.84 0.23
F 2.96 -0.18 -0.40
I -3.78 0.58 0.31
H 1.63 1.90 -0.24
H 1.54 -2.37 0.06
H -0.85 1.31 -0.92
H -1.03 1.45 0.86
```

Computed properties:
Kohn-Sham gap (eV): 8.7
Total charge: 0
DFT total energy (eV): -19045.707

[3]
Molecular formula: C13H17N3O4Se3TeTi
Method: DFT, ωB97M-V/def2-TZVPD

Structure (XYZ):
```
42
Properties=species:S:1:pos:R:3
Ti -2.42 -0.06 0.92
O -3.20 2.60 3.93
C -2.73 1.76 3.17
O -3.40 1.12 2.24
C -1.32 1.29 3.21
C -0.34 1.59 4.12
C 0.86 0.86 4.13
C 0.92 -0.29 3.33
C -0.08 -0.57 2.44
N -1.10 0.35 2.21
C -0.40 -1.87 1.81
O 0.39 -2.81 1.73
O -1.64 -1.90 1.37
H -0.56 2.36 4.85
H 1.65 1.10 4.84
H 1.71 -1.02 3.44
Se -3.01 2.14 -0.50
Se -2.81 1.45 -2.73
Te -4.63 -0.31 -2.73
Se -3.84 -1.72 -0.82
C 3.31 0.07 -2.46
C 1.93 0.67 -2.71
N 0.86 -0.09 -2.10
C 0.45 -1.32 -2.77
C 0.83 -2.59 -2.00
C 0.16 0.35 -1.01
C 0.61 1.61 -0.33
N -0.87 -0.27 -0.57
H 4.09 0.68 -2.93
H 3.38 -0.94 -2.86
H 3.51 0.02 -1.39
H 1.75 0.72 -3.79
H 1.90 1.69 -2.35
H 0.93 -1.32 -3.75
H -0.63 -1.29 -2.95
H 1.92 -2.68 -1.92
H 0.44 -3.47 -2.52
H 0.43 -2.59 -0.98
H 0.32 2.47 -0.93
H 1.69 1.61 -0.17
H 0.09 1.68 0.62
H -1.15 -1.09 -1.10
```

Computed properties:
Kohn-Sham gap (spin up / spin down) (eV): 4.1 / 4.1
Total charge: -2
Relative energy (zero: lowest compared OMol25 entry of this formula, charge and spin) (kJ/mol): 41.9
DFT total energy (eV): -252871.018

[4]
Molecular formula: C2H2FMgO2Rb
Method: DFT, ωB97M-V/def2-TZVPD

Structure (XYZ):
```
9
Properties=species:S:1:pos:R:3
F 4.03 -0.76 1.70
C 3.17 -1.71 1.14
C 3.82 -2.64 0.40
H 3.24 -3.39 -0.13
H 4.90 -2.61 0.24
O -0.73 1.06 0.57
O -1.56 0.57 1.75
Rb -3.24 0.96 -0.19
Mg 1.25 -2.03 2.07
```

Computed properties:
Kohn-Sham gap (spin up / spin down) (eV): 5.2 / 7.5
Total charge: 0
DFT total energy (eV): -15012.128

[5]
Molecular formula: C53H48N5O4S2Y
Method: DFT, ωB97M-V/def2-TZVPD

Structure (XYZ):
```
113
Properties=species:S:1:pos:R:3
Y -21.42 -4.46 -4.41
O -20.85 -6.18 -5.40
C -21.13 -7.48 -5.72
C -22.31 -7.85 -4.77
C -21.96 -7.74 -3.38
C -21.67 -8.88 -2.66
C -21.43 -8.78 -1.33
C -21.62 -7.57 -0.72
C -21.81 -6.45 -1.51
C -21.97 -5.13 -0.87
C -20.75 -4.23 -1.11
O -20.91 -3.76 -2.43
C -20.74 -2.93 -0.25
C -21.82 -2.53 0.55
C -21.90 -1.25 1.11
C -20.79 -0.43 0.86
C -19.67 -0.79 0.14
C -19.67 -2.05 -0.48
C -19.41 -4.98 -0.89
C -19.11 -5.45 0.42
C -18.03 -6.25 0.62
C -17.23 -6.62 -0.45
C -17.50 -6.16 -1.72
C -18.62 -5.38 -1.95
N -21.99 -6.52 -2.83
C -21.55 -7.55 -7.24
C -22.79 -7.10 -7.71
C -22.99 -6.98 -9.05
C -22.07 -7.42 -10.01
C -20.88 -7.88 -9.55
C -20.65 -7.99 -8.17
C -19.99 -8.38 -5.46
C -20.20 -9.77 -5.52
C -19.10 -10.65 -5.35
C -17.87 -10.12 -4.96
C -17.68 -8.75 -4.86
C -18.74 -7.87 -5.12
H -22.70 -8.87 -4.96
H -23.24 -7.32 -4.96
H -21.49 -9.82 -3.15
H -21.16 -9.60 -0.72
H -21.48 -7.52 0.36
H -22.08 -5.26 0.18
H -22.84 -4.56 -1.22
H -22.70 -3.14 0.76
H -22.72 -0.90 1.68
H -20.85 0.56 1.33
H -18.89 -0.07 -0.01
H -18.89 -2.36 -1.13
H -19.80 -5.09 1.15
H -17.74 -6.72 1.59
H -16.40 -7.28 -0.26
H -16.90 -6.46 -2.53
H -18.92 -5.21 -2.96
H -23.61 -6.79 -7.08
H -24.01 -6.80 -9.40
H -22.33 -7.33 -11.07
H -20.12 -8.25 -10.26
H -19.71 -8.37 -7.84
H -21.13 -10.21 -5.80
H -19.30 -11.68 -5.38
H -17.07 -10.81 -4.63
H -16.70 -8.43 -4.57
H -18.67 -6.78 -5.08
C -25.81 1.28 -0.98
C -25.49 0.16 -1.87
C -26.21 -0.16 -3.00
C -25.90 -1.21 -3.86
C -24.79 -1.94 -3.55
C -24.05 -1.75 -2.41
C -24.35 -0.65 -1.62
S -24.30 -3.22 -4.79
O -25.41 -3.18 -5.72
O -23.98 -4.46 -4.07
N -22.89 -2.78 -5.42
C -22.82 -2.29 -6.73
C -23.44 -1.08 -7.06
C -23.20 -0.55 -8.37
C -22.32 -1.12 -9.24
C -21.59 -2.28 -8.88
C -20.54 -2.83 -9.68
C -19.79 -3.83 -9.15
C -20.08 -4.31 -7.85
N -21.06 -3.82 -7.08
C -21.83 -2.81 -7.59
H -26.05 2.16 -1.59
H -24.96 1.48 -0.28
H -26.71 1.01 -0.37
H -27.08 0.48 -3.29
H -26.55 -1.35 -4.75
H -23.17 -2.37 -2.23
H -23.74 -0.38 -0.73
H -23.99 -0.54 -6.33
H -23.74 0.37 -8.71
H -22.18 -0.73 -10.24
H -20.41 -2.50 -10.69
H -19.07 -4.32 -9.82
H -19.45 -5.07 -7.36
S -18.89 -3.13 -4.83
C -19.79 -1.66 -4.75
N -20.51 -1.37 -3.67
C -21.38 -0.22 -3.61
C -20.75 0.92 -4.43
C -20.50 0.41 -5.83
N -19.65 -0.74 -5.72
H -20.62 -2.19 -3.03
H -21.54 0.09 -2.58
H -22.36 -0.55 -3.91
H -19.74 1.10 -3.99
H -21.39 1.79 -4.35
H -20.09 1.22 -6.44
H -21.46 0.24 -6.32
H -19.13 -1.05 -6.53
```

Computed properties:
Kohn-Sham gap (eV): 8.2
Total charge: 0
Relative energy (zero: lowest compared OMol25 entry of this formula, charge and spin) (kJ/mol): 0.0
DFT total energy (eV): -94100.196

[6]
Molecular formula: C11H15BBrF4O2Si
Method: DFT, ωB97M-V/def2-TZVPD

Structure (XYZ):
```
35
Properties=species:S:1:pos:R:3
C 6.05 0.44 0.48
C 5.12 -0.55 1.16
O 4.82 -0.44 2.33
O 4.67 -1.53 0.34
C 3.35 -2.01 0.68
Si 1.89 -0.80 0.46
Br 2.47 1.19 -0.40
C 0.51 -1.52 -0.63
C -0.81 -0.94 -0.12
C -1.59 -1.69 0.71
C -2.76 -1.15 1.19
C -3.13 0.12 0.83
C -4.40 0.76 1.33
C -2.33 0.86 -0.01
C -1.17 0.34 -0.49
H 6.69 -0.09 -0.22
H 6.59 0.96 1.26
H 5.48 1.16 -0.10
H 3.36 -2.35 1.72
H 3.15 -2.91 0.09
H 1.28 -0.60 1.79
H 0.53 -2.61 -0.63
H 0.67 -1.09 -1.63
H -1.24 -2.68 0.99
H -3.38 -1.73 1.87
H -4.18 1.69 1.86
H -5.00 1.02 0.45
H -4.95 0.12 2.01
H -2.60 1.86 -0.32
H -0.49 0.88 -1.14
B -3.72 2.66 -3.18
F -2.70 2.08 -3.96
F -4.62 3.35 -4.01
F -4.42 1.63 -2.49
F -3.16 3.55 -2.24
```

Computed properties:
Kohn-Sham gap (eV): 8.5
Total charge: -1
DFT total energy (eV): -105222.262

[7]
Molecular formula: C5H13N2O
Method: DFT, ωB97M-V/def2-TZVPD

Structure (XYZ):
```
21
Properties=species:S:1:pos:R:3
C 0.86 -2.68 1.10
N 0.87 -1.23 1.34
C 1.00 -0.58 0.03
C 0.15 0.69 -0.09
C 0.64 1.75 -1.20
N -1.17 0.22 -0.25
C -2.18 1.43 -0.06
O -2.94 1.46 -1.06
H 1.90 -2.85 0.81
H 0.12 -3.04 0.35
H 0.59 -3.31 2.00
H 0.09 -0.85 1.89
H 0.79 -1.25 -0.87
H 2.17 -0.48 -0.12
H 0.44 1.26 0.88
H 0.54 1.21 -2.19
H 1.63 2.11 -1.18
H -0.14 2.50 -1.07
H -1.28 -0.01 -1.25
H -1.45 2.36 0.07
H -2.62 1.30 0.87
```

Computed properties:
Kohn-Sham gap (eV): 6.4
Total charge: -1
Relative energy (zero: lowest compared OMol25 entry of this formula, charge and spin) (kJ/mol): 205.7
DFT total energy (eV): -10421.567

[8]
Molecular formula: C3H3OS
Method: DFT, ωB97M-V/def2-TZVPD

Structure (XYZ):
```
8
Properties=species:S:1:pos:R:3
C -0.32 -0.24 -0.62
C -0.87 -0.05 0.64
C 0.91 0.01 -0.96
O 1.44 0.60 1.14
S 0.11 0.43 1.81
H -1.14 -0.65 -1.41
H -1.99 -0.26 0.74
H 1.87 0.16 -1.35
```

Computed properties:
Kohn-Sham gap (eV): 8.7
Total charge: +1
Relative energy (zero: lowest compared OMol25 entry of this formula, charge and spin) (kJ/mol): 308.7
DFT total energy (eV): -16030.256